Computed, not measured: 4 unconnected molecules or ions with the total composition C49H37BrF4N2O8P, with the ωB97M-V functional and the def2-TZVPD basis.

Last columns: bonded neighbours and bond lengths (Å).
Geometry (Å):
1 N -2.81724 0.11610 0.47722  P2 1.566, H18 1.015
2 P -3.22399 0.67647 -0.92784  N1 1.566, O3 1.584, O4 1.580, C5 1.863
3 O -3.34902 -0.50210 -1.97946  P2 1.584, H19 0.974
4 O -4.63017 1.38237 -0.78113  P2 1.580, H20 0.974
5 C -1.95562 1.92676 -1.47301  P2 1.863, N6 1.488, C16 1.552, H21 1.096
6 N -0.57560 1.39954 -1.29740  C5 1.488, C7 1.490, H22 1.023, H23 1.030
7 C 0.09738 1.07266 -2.58647  N6 1.490, C8 1.534, H24 1.094, H25 1.091
8 C 0.29900 2.29154 -3.49551  C7 1.534, C9 1.541, C15 1.575, H26 1.091
9 C 1.66378 2.98877 -3.33907  C8 1.541, F10 1.340, F11 1.343, C12 1.548
10 F 1.54441 4.32127 -3.41915  C9 1.340
11 F 2.45508 2.62310 -4.36116  C9 1.343
12 C 2.40953 2.69492 -2.01531  C9 1.548, F13 1.333, F14 1.345, H27 1.097
13 F 3.05863 1.53140 -2.06727  C12 1.333
14 F 3.35906 3.63802 -1.88116  C12 1.345
15 C -0.93244 3.26883 -3.39352  C8 1.575, C16 1.558, H28 1.088, H29 1.090
16 C -2.20436 2.52898 -2.88212  C5 1.552, C15 1.558, Br17 1.950, H30 1.089
17 Br -3.56610 3.90630 -2.65517  C16 1.950
18 H -1.95760 0.52361 0.83208  N1 1.015
19 H -2.81443 -1.25803 -1.67749  O3 0.974
20 H -4.90593 1.22394 0.13942  O4 0.974
21 H -2.07985 2.75700 -0.76799  C5 1.096
22 H -0.06096 2.09254 -0.74883  N6 1.023
23 H -0.55063 0.53798 -0.73330  N6 1.030
24 H -0.58874 0.40069 -3.10947  C7 1.094
25 H 0.99725 0.47890 -2.42025  C7 1.091
26 H 0.27330 1.90355 -4.51502  C8 1.091
27 H 1.79572 2.78146 -1.11020  C12 1.097
28 H -1.15817 3.57133 -4.41391  C15 1.088
29 H -0.75692 4.13224 -2.75119  C15 1.090
30 H -2.52681 1.80368 -3.62775  C16 1.089
31 C 4.78736 -3.34438 5.29735  C32 1.391, C36 1.385, H47 1.082
32 C 4.41150 -4.40457 4.47844  C31 1.391, C33 1.385, H48 1.082
33 C 4.39572 -4.24838 3.10264  C32 1.385, C34 1.390, H49 1.082
34 C 4.74495 -3.02738 2.53852  C33 1.390, C35 1.397, C45 1.487
35 C 5.09990 -1.95607 3.36251  C34 1.397, C36 1.389, C37 1.487
36 C 5.12995 -2.12319 4.74150  C31 1.385, C35 1.389, H50 1.082
37 C 5.43031 -0.62753 2.78092  C35 1.487, O38 1.213, C39 1.489
38 O 5.74121 0.30402 3.49304  C37 1.213
39 C 5.36160 -0.46174 1.30253  C37 1.489, C40 1.391, C44 1.395
40 C 5.61160 0.78673 0.74300  C39 1.391, C41 1.384, H51 1.082
41 C 5.56192 0.95232 -0.63018  C40 1.384, C42 1.393, H52 1.083
42 C 5.27311 -0.13162 -1.45535  C41 1.393, C43 1.384, H53 1.082
43 C 5.02010 -1.37555 -0.90315  C42 1.384, C44 1.391, H54 1.082
44 C 5.05265 -1.54341 0.47736  C39 1.395, C43 1.391, C45 1.489
45 C 4.74106 -2.87850 1.05894  C34 1.487, C44 1.489, O46 1.215
46 O 4.48240 -3.82205 0.33900  C45 1.215
47 H 4.80772 -3.47156 6.37186  C31 1.082
48 H 4.13298 -5.35442 4.91606  C32 1.082
49 H 4.10898 -5.07499 2.46651  C33 1.082
50 H 5.41720 -1.29816 5.37927  C36 1.082
51 H 5.84025 1.62899 1.38259  C40 1.082
52 H 5.74980 1.92689 -1.06261  C41 1.083
53 H 5.24216 -0.00255 -2.52968  C42 1.082
54 H 4.79208 -2.21740 -1.54370  C43 1.082
55 C 0.95173 6.73753 3.56399  C56 1.391, C60 1.384, H71 1.082
56 C 0.42012 7.24404 4.74547  C55 1.391, C57 1.385, H72 1.082
57 C -0.93700 7.13549 5.00090  C56 1.385, C58 1.388, H73 1.082
58 C -1.77182 6.53042 4.07115  C57 1.388, C59 1.398, C69 1.489
59 C -1.24181 6.04201 2.87292  C58 1.398, C60 1.390, C61 1.484
60 C 0.12368 6.13874 2.63005  C55 1.384, C59 1.390, H74 1.081
61 C -2.12601 5.43498 1.84684  C59 1.484, O62 1.223, C63 1.486
62 O -1.66634 4.99742 0.80098  C61 1.223
63 C -3.58647 5.37284 2.11588  C61 1.486, C64 1.386, C68 1.394
64 C -4.42958 4.86132 1.14171  C63 1.386, C65 1.384, H75 1.077
65 C -5.79098 4.77297 1.37354  C64 1.384, C66 1.392, H76 1.083
66 C -6.31537 5.19475 2.59235  C65 1.392, C67 1.387, H77 1.082
67 C -5.47820 5.71532 3.56737  C66 1.387, C68 1.390, H78 1.082
68 C -4.11273 5.81423 3.32929  C63 1.394, C67 1.390, C69 1.489
69 C -3.22551 6.40430 4.36871  C58 1.489, C68 1.489, O70 1.211
70 O -3.67658 6.77697 5.42927  C69 1.211
71 H 2.01379 6.81613 3.37113  C55 1.082
72 H 1.06737 7.72249 5.46871  C56 1.082
73 H -1.34817 7.52488 5.92242  C57 1.082
74 H 0.53777 5.75075 1.70941  C60 1.081
75 H -4.00584 4.54132 0.20507  C64 1.077
76 H -6.44640 4.37717 0.60764  C65 1.083
77 H -7.37888 5.12182 2.77865  C66 1.082
78 H -5.88679 6.04768 4.51209  C67 1.082
79 C 1.38989 -6.22054 0.07621  C80 1.391, C84 1.385, H95 1.082
80 C 0.98889 -4.89561 -0.05841  C79 1.391, C81 1.385, H96 1.083
81 C -0.07846 -4.57399 -0.87960  C80 1.385, C82 1.390, H97 1.082
82 C -0.74426 -5.57274 -1.58094  C81 1.390, C83 1.396, C93 1.488
83 C -0.32550 -6.89910 -1.46249  C82 1.396, C84 1.389, C85 1.489
84 C 0.73498 -7.21944 -0.62391  C79 1.385, C83 1.389, H98 1.082
85 C -0.99215 -7.97908 -2.24138  C83 1.489, O86 1.212, C87 1.487
86 O -0.63109 -9.13097 -2.13498  C85 1.212
87 C -2.10352 -7.60958 -3.15833  C85 1.487, C88 1.389, C92 1.397
88 C -2.70096 -8.59280 -3.93585  C87 1.389, C89 1.385, H99 1.082
89 C -3.74530 -8.26471 -4.78437  C88 1.385, C90 1.391, H100 1.082
90 C -4.20398 -6.95318 -4.85363  C89 1.391, C91 1.384, H101 1.082
91 C -3.60882 -5.96760 -4.08487  C90 1.384, C92 1.390, H102 1.081
92 C -2.55131 -6.28884 -3.24175  C87 1.397, C91 1.390, C93 1.484
93 C -1.89975 -5.21649 -2.44850  C82 1.488, C92 1.484, O94 1.219
94 O -2.29929 -4.06668 -2.51281  C93 1.219
95 H 2.21892 -6.47155 0.72485  C79 1.082
96 H 1.51106 -4.11519 0.48084  C80 1.083
97 H -0.39290 -3.54393 -0.97959  C81 1.082
98 H 1.05066 -8.24904 -0.52315  C84 1.082
99 H -2.34779 -9.61366 -3.88089  C88 1.082
100 H -4.20599 -9.03187 -5.39292  C89 1.082
101 H -5.02487 -6.70075 -5.51220  C90 1.082
102 H -3.96346 -4.94756 -4.14284  C91 1.081

As for the total energy: -160971.37031 eV. Its net charge is +1. For the HOMO energy, the calculation gives -11.47 eV.